Molecular formula: C6H13F4NOSSi
Method: DFT, the ωB97M-V functional and the def2-TZVPD basis

Values from the calculation:
E_LUMO   0.019 Eh
2S+1   1
SMILES   N[Si@@](S)(CCCCO)C(F)(F)C(F)F
Kohn-Sham gap   10.181 eV

```
27
C6H13F4NOSSi, DFT the ωB97M-V functional and the def2-TZVPD basis
N 2.127 -1.557 2.088
Si 1.395 -0.816 0.706
S 0.819 -2.466 -0.511
C -0.012 0.341 1.124
C -1.034 0.710 0.029
C -2.126 -0.356 -0.201
C -3.543 0.212 -0.331
O -3.826 0.686 -1.647
C 2.860 0.173 -0.087
F 3.523 0.844 0.912
F 3.776 -0.665 -0.651
C 2.528 1.202 -1.167
F 1.672 0.605 -2.058
F 1.866 2.255 -0.623
H 1.525 -2.213 2.572
H 2.450 -0.868 2.762
H 0.669 -1.805 -1.664
H 0.426 1.260 1.542
H -0.540 -0.143 1.961
H -0.523 0.922 -0.914
H -1.521 1.652 0.315
H -2.104 -1.110 0.596
H -1.916 -0.897 -1.135
H -4.287 -0.530 -0.013
H -3.664 1.091 0.315
H -3.958 -0.077 -2.224
H 3.418 1.549 -1.698
```

=====

Molecular formula: C6H13FNO
Method: DFT, the ωB97M-V functional and the def2-TZVPD basis

Values from the calculation:
E_LUMO   -0.130 Eh
2S+1   1
Charge   +1
SMILES   C[C@@H](F)C[C@@H]1[NH2+]CCO1
Kohn-Sham gap   11.378 eV

```
22
C6H13FNO, DFT the ωB97M-V functional and the def2-TZVPD basis
C 2.694 0.662 -0.062
C 1.988 -0.639 -0.379
F 2.806 -1.695 -0.013
C 0.664 -0.893 0.359
C -0.194 0.348 0.472
N -1.566 -0.003 1.058
C -2.383 -0.336 -0.160
C -1.886 0.730 -1.116
O -0.508 0.909 -0.773
H 2.559 0.984 0.974
H 3.762 0.510 -0.217
H 2.361 1.466 -0.719
H 1.825 -0.739 -1.453
H 0.920 -1.258 1.359
H 0.108 -1.678 -0.160
H 0.249 1.102 1.123
H -1.526 -0.751 1.751
H -1.952 0.831 1.507
H -2.090 -1.339 -0.462
H -3.447 -0.308 0.063
H -2.425 1.673 -0.993
H -1.959 0.424 -2.158
```

=====

> What is the 2S+1 in the second record?

1

=====

> Kohn-Sham gap of number 1 (C6H13F4NOSSi)?

10.181 eV

=====

> Which of these has the lowest Kohn-Sham gap?

C6H13F4NOSSi

=====

> Among the records above, which one has the highest Kohn-Sham gap?

C6H13FNO